# 1
{
  "formula": "CH4NO2S",
  "method": "ωB97M-V/def2-TZVPD",
  "orbital_gap_ha": [0.309, 0.202],
  "relative_energy_ev": 5.6811,
  "lumo_energy_ev": [4.0, 2.9],
  "total_charge": -1,
  "species": ["C", "N", "O", "O", "S", "H", "H", "H", "H"],
  "xyz": [[2.02590, 0.66233, 0.17726], [-1.33456, -1.53248, 0.10459], [-1.91559, 0.66552, -1.01323], [-2.03509, 0.39824, 1.49780], [-1.45833, -0.01192, 0.23860], [0.90168, 0.70780, 0.45451], [2.40559, -0.32654, -0.06088], [2.10611, 1.25894, -0.73752], [-0.69572, -1.82189, -0.66113]],
  "forces_ev_per_angstrom": [[-2.62, -0.01, -1.35], [0.50, -1.91, 0.08], [-0.15, 0.01, 0.89], [-1.00, 0.23, 0.79], [1.43, 0.91, -2.36], [1.95, -0.17, 0.44], [0.20, -0.19, 0.65], [0.53, 0.41, 0.35], [-0.84, 0.71, 0.52]],
  "lowdin_charge": [0.03, -0.32, -0.50, -0.46, 0.41, -0.05, -0.04, -0.04, -0.02]
}

# 2
{
  "formula": "CH4NO3",
  "method": "ωB97M-V/def2-TZVPD",
  "orbital_gap_ha": 0.342,
  "relative_energy_ev": 2.8912,
  "lumo_energy_ev": 4.6,
  "total_charge": -1,
  "species": ["C", "N", "O", "O", "O", "H", "H", "H", "H"],
  "xyz": [[1.97603, 0.15228, -0.28759], [-1.97734, 0.63397, -0.37408], [-1.43347, -0.23092, 0.67645], [0.86376, 0.60361, -0.57779], [2.45058, -0.10181, 0.83075], [2.59202, -0.09316, -1.33036], [-1.51440, 0.28690, -1.23948], [-0.43321, -0.00253, 0.41706], [-1.58766, 1.55465, -0.43535]],
  "forces_ev_per_angstrom": [[1.79, -1.08, -0.88], [-0.95, -1.82, -1.55], [2.44, 2.40, -1.82], [-1.71, 0.57, -0.19], [0.21, 0.06, -0.91], [-0.41, 0.31, 2.05], [-0.65, -0.27, 0.64], [-1.47, -0.93, 1.19], [0.74, 0.77, 1.45]],
  "lowdin_charge": [-0.68, -0.10, -0.22, -0.15, -0.11, 0.11, 0.05, 0.07, 0.03]
}

# 3
{
  "formula": "CH4NO3P",
  "method": "ωB97M-V/def2-TZVPD",
  "orbital_gap_ha": 0.377,
  "relative_energy_ev": 0.9664,
  "lumo_energy_ev": 0.0,
  "species": ["C", "N", "O", "O", "O", "P", "H", "H", "H", "H"],
  "xyz": [[-0.80273, 0.18747, 0.02058], [-1.49184, -0.83344, 0.24725], [1.34735, 1.94357, -0.06411], [1.66811, -0.44998, 0.63318], [0.66435, -0.11946, -1.60116], [0.96865, 0.56571, -0.35206], [-1.14838, 1.14333, -0.36108], [-2.42988, -0.97370, -0.07411], [2.20769, 0.18756, 1.10100], [-0.98331, -1.65106, 0.45051]],
  "forces_ev_per_angstrom": [[2.11, 3.94, -0.97], [-1.10, -1.12, 0.03], [0.12, 0.53, -0.08], [1.10, -0.20, 0.43], [-0.09, -0.26, -2.44], [-1.25, -1.24, 1.40], [-1.74, -0.31, 0.00], [-0.50, 0.20, -0.02], [0.82, -0.24, 1.04], [0.52, -1.30, 0.60]],
  "lowdin_charge": [-0.10, 0.16, -0.27, -0.13, -0.24, 0.15, 0.11, 0.14, 0.06, 0.12]
}

# 4
{
  "formula": "CH4NO4P",
  "method": "ωB97M-V/def2-TZVPD",
  "orbital_gap_ha": 0.252,
  "relative_energy_ev": 0.1736,
  "lumo_energy_ev": 7.2,
  "total_charge": -2,
  "species": ["C", "N", "O", "O", "O", "O", "P", "H", "H", "H", "H"],
  "xyz": [[0.91194, -1.93386, 0.11910], [0.17887, -0.94579, 0.07800], [2.73475, 0.14662, -0.49315], [0.61063, 1.30673, -1.43012], [1.13683, 1.34023, 1.10374], [-1.15705, 2.82689, 0.56732], [1.30500, 0.67406, -0.25057], [0.51065, -2.88258, 0.45540], [-0.58000, 3.07152, 1.28253], [1.91930, -1.80590, -0.20629], [-0.78318, 2.05741, 0.24063]],
  "forces_ev_per_angstrom": [[0.20, -0.80, -0.15], [-0.32, 3.09, -0.03], [-1.09, 0.09, -0.07], [-0.23, 0.12, -0.04], [-0.22, 0.16, -0.01], [-2.55, 3.12, 0.97], [0.58, -1.34, 0.32], [-0.10, -0.98, 0.08], [0.61, -0.29, 0.20], [1.40, -0.59, 0.01], [1.71, -2.58, -1.29]],
  "lowdin_charge": [-0.32, -0.10, -0.51, -0.47, -0.48, -0.10, 0.07, 0.00, 0.00, 0.00, -0.08]
}

# 5
{
  "formula": "CH4NOP",
  "method": "ωB97M-V/def2-TZVPD",
  "orbital_gap_ha": [0.282, 0.293],
  "relative_energy_ev": 2.7545,
  "lumo_energy_ev": [0.0, 0.6],
  "species": ["C", "N", "O", "P", "H", "H", "H", "H"],
  "xyz": [[1.43289, 0.35782, 0.66233], [-1.60846, -0.49999, 0.17519], [0.52852, 1.03762, 0.02174], [-0.99159, 0.96407, -0.41852], [1.23382, -0.68814, 1.09073], [2.40953, 0.62093, 0.67835], [-1.49049, -1.34414, -0.33590], [-1.53756, -0.66293, 1.17789]],
  "forces_ev_per_angstrom": [[-2.40, -3.59, 1.33], [0.23, 0.74, 0.85], [1.83, 0.38, 0.17], [-1.99, -0.12, -0.54], [-0.27, 1.70, -0.82], [2.62, 1.53, -0.27], [0.14, -0.63, -0.47], [-0.16, -0.01, -0.26]],
  "lowdin_charge": [-0.11, -0.28, -0.50, 0.77, 0.08, 0.01, 0.00, 0.02]
}

# 6
{
  "formula": "CH4NOP",
  "method": "ωB97M-V/def2-TZVPD",
  "orbital_gap_ha": [0.240, 0.265],
  "relative_energy_ev": 6.7978,
  "lumo_energy_ev": [-0.9, -0.4],
  "species": ["C", "N", "O", "P", "H", "H", "H", "H"],
  "xyz": [[0.68218, 0.27655, -0.39566], [0.60327, 1.65102, -0.38800], [-0.30818, -1.51126, 1.16907], [-0.97546, -0.62049, 0.19893], [1.57675, 2.18902, -0.29475], [-0.19609, 2.15445, -0.04908], [-1.79756, -1.55270, -0.58420], [0.41510, -2.58659, 0.34369]],
  "forces_ev_per_angstrom": [[-0.83, 2.08, -0.84], [3.21, -2.23, 0.74], [3.84, -6.17, 1.11], [-2.65, 4.42, -2.18], [-3.00, -1.59, -0.46], [-0.50, 0.31, -0.08], [1.03, 0.85, -0.59], [-1.11, 2.32, 2.30]],
  "lowdin_charge": [-0.25, -0.08, -0.58, 0.54, 0.14, 0.05, -0.06, 0.24]
}

# 7
{
  "formula": "CH4NOS",
  "method": "ωB97M-V/def2-TZVPD",
  "orbital_gap_ha": [0.265, 0.247],
  "relative_energy_ev": 5.1978,
  "lumo_energy_ev": [4.2, 3.7],
  "total_charge": -1,
  "species": ["C", "N", "O", "S", "H", "H", "H", "H"],
  "xyz": [[0.23524, 0.98679, -0.51411], [0.96189, -0.54063, -0.26331], [2.12510, -0.74567, 0.16184], [-2.17111, -1.01696, 0.70463], [-0.66799, 0.95701, -1.06779], [0.99803, 1.73449, -0.62570], [0.17263, -1.16527, -0.02722], [-1.65379, -0.20976, 1.63167]],
  "forces_ev_per_angstrom": [[3.59, -4.77, 0.99], [-2.38, 5.01, -0.40], [-0.69, 0.33, -0.41], [-0.06, -0.31, -0.24], [-0.66, -0.32, -0.17], [0.21, 0.26, -0.02], [-0.11, -0.36, 0.10], [0.10, 0.15, 0.15]],
  "lowdin_charge": [0.07, -0.19, -0.16, -0.22, -0.04, 0.00, -0.02, -0.44]
}

# 8
{
  "formula": "CH4NP3",
  "method": "ωB97M-V/def2-TZVPD",
  "orbital_gap_ha": 0.343,
  "relative_energy_ev": 0.4996,
  "lumo_energy_ev": 0.1,
  "smiles": "N#CP(P)#[PH2]",
  "species": ["N", "C", "P", "P", "P", "H", "H", "H", "H"],
  "xyz": [[-2.53842, 0.13107, -0.11968], [-1.41885, 0.02102, -0.36159], [0.30759, -0.08154, -0.72051], [0.29315, -1.91201, 0.62747], [0.64973, 1.76817, 0.39880], [0.79919, -2.70530, -0.62356], [1.54251, -2.03679, 1.21295], [1.03505, 2.53884, -0.72300], [-0.66995, 2.27655, 0.30912]],
  "forces_ev_per_angstrom": [[-0.21, -0.07, -0.01], [-0.63, 0.05, -0.45], [-0.07, -0.49, -0.12], [0.21, -1.26, -2.07], [0.32, 0.83, 0.62], [-0.80, 0.91, 1.86], [0.82, 0.45, 0.12], [0.20, -0.19, -0.05], [0.16, -0.23, 0.11]],
  "lowdin_charge": [0.07, -0.78, 0.33, 0.50, 0.48, -0.10, -0.20, -0.16, -0.14]
}

# 9
{
  "formula": "CH4NP3",
  "method": "ωB97M-V/def2-TZVPD",
  "orbital_gap_ha": 0.259,
  "relative_energy_ev": 2.7963,
  "lumo_energy_ev": -2.6,
  "species": ["C", "N", "P", "P", "P", "H", "H", "H", "H"],
  "xyz": [[-2.45871, 0.25760, -0.20301], [-3.52707, 0.38430, 0.17603], [0.74547, 1.51799, 0.68138], [0.51793, -1.75725, 0.45863], [0.29867, -0.00349, -0.76582], [2.09242, 1.59016, 0.32827], [0.42077, 2.54925, -0.19838], [0.06213, -2.60175, -0.54732], [1.84839, -1.93682, 0.07024]],
  "forces_ev_per_angstrom": [[4.42, -0.49, -0.92], [-1.84, 0.22, 0.56], [-0.43, 0.42, 1.18], [-0.44, -0.38, 1.13], [-2.56, 0.30, -0.88], [0.61, -0.24, -0.20], [-0.14, 0.31, -0.30], [-0.17, -0.30, -0.41], [0.56, 0.16, -0.16]],
  "lowdin_charge": [-0.36, -0.10, 0.40, 0.40, 0.30, -0.16, -0.16, -0.16, -0.16]
}

# 10
{
  "formula": "CH4NP3",
  "method": "ωB97M-V/def2-TZVPD",
  "orbital_gap_ha": 0.297,
  "relative_energy_ev": 1.9265,
  "lumo_energy_ev": -1.4,
  "species": ["C", "N", "P", "P", "P", "H", "H", "H", "H"],
  "xyz": [[2.13497, 0.12834, -0.00312], [3.28505, 0.14999, -0.02589], [-0.57571, 1.68010, -0.44780], [-0.41173, -1.74404, -0.48225], [-0.14666, -0.04481, 0.75618], [-1.84616, 1.66171, 0.14681], [-0.08842, 2.55547, 0.54609], [-0.75224, -2.54225, 0.60720], [-1.59911, -1.84451, -1.09722]],
  "forces_ev_per_angstrom": [[-3.15, -0.19, 1.44], [0.50, 0.04, -0.24], [-0.20, 0.48, -0.69], [1.98, -1.25, -0.11], [3.30, 0.44, -0.10], [-0.54, 0.17, 0.00], [0.09, 0.00, 0.06], [-0.17, -0.31, 0.22], [-1.81, 0.62, -0.58]],
  "lowdin_charge": [-0.44, -0.05, 0.41, 0.44, 0.29, -0.17, -0.14, -0.16, -0.19]
}